Record 1
Here is a 4-piece molecular cluster, C23H44N3O3 overall at a distorted geometry from OMol25. Energies are from ωB97M-V with the def2-TZVPD basis set.

Results
ΔE to the lowest compared entry with this formula, charge and spin   1259.0 kJ/mol
HOMO-LUMO gap   7.4 eV
Total charge   +1
E_HOMO   -11.329 eV
Max |F|   6.9 eV Å⁻¹

```
73
Properties=species:S:1:pos:R:3:lowdin_charge:R:1
O 2.70 -1.79 3.23 -0.195
O 4.78 4.40 3.74 -0.158
O -5.69 -5.11 -2.61 -0.159
N -3.86 1.97 -1.20 0.008
N -4.58 0.81 -1.49 0.062
N -2.26 0.69 -2.38 0.122
C 4.05 -2.21 3.44 -0.281
C -3.59 -0.08 -2.26 0.055
C -0.51 3.71 -2.80 -0.193
C 3.67 5.71 1.98 -0.085
C 4.97 5.20 2.58 -0.273
C -6.95 -5.73 -4.64 -0.081
C -5.61 -3.71 -2.87 -0.294
C 1.35 0.98 -3.33 -0.055
C -2.44 2.04 -1.72 -0.015
C -1.43 3.31 -1.50 -0.120
C 1.35 2.00 -2.02 -0.167
C 4.65 2.23 2.60 -0.079
C 1.72 -0.06 -0.15 -0.027
C 2.02 -1.72 5.59 -0.078
C 1.69 -1.09 -1.44 -0.059
C -6.84 -5.79 -3.12 -0.272
C 4.22 -3.72 3.44 -0.078
C 4.03 3.21 3.58 -0.277
C 1.74 -2.22 4.19 -0.279
C 1.54 1.54 -0.46 -0.032
C -6.76 -2.92 -2.28 -0.080
C 1.53 -0.62 -3.02 -0.069
C 1.11 3.61 -2.39 -0.173
H 1.53 2.39 0.36 0.092
H -6.73 -6.84 -2.82 0.123
H -1.38 0.36 -2.83 0.133
H -4.68 -3.36 -2.42 0.097
H 4.64 -1.79 2.62 0.116
H -6.03 -6.08 -5.11 0.084
H 3.00 3.44 3.31 0.100
H 4.09 1.29 2.59 0.065
H -6.60 -1.85 -2.43 0.063
H -7.13 -4.71 -4.98 0.065
H -7.75 -5.42 -2.64 0.108
H 5.69 2.01 2.88 0.087
H 1.21 1.44 -4.41 0.100
H -0.76 2.95 -3.66 0.107
H 3.08 6.24 2.73 0.084
H -0.79 3.18 -0.50 0.129
H -0.72 4.84 -3.10 0.132
H 2.95 -2.15 5.99 0.070
H -3.87 -1.15 -2.67 0.137
H 2.14 -0.63 5.60 0.081
H 1.33 4.32 -1.47 0.119
H 3.87 6.39 1.15 0.077
H -5.52 -3.53 -3.95 0.105
H -7.72 -3.18 -2.74 0.073
H 3.82 -4.15 2.52 0.082
H 4.66 2.63 1.59 0.063
H 4.44 -1.77 4.37 0.108
H 1.21 -2.00 6.27 0.081
H -2.12 4.26 -1.28 0.136
H 1.64 -3.31 4.17 0.108
H 3.06 4.89 1.60 0.048
H 3.98 2.73 4.57 0.120
H 5.28 -3.98 3.51 0.082
H 5.56 4.66 1.84 0.107
H 1.81 3.94 -3.29 0.128
H 1.53 -1.35 -3.95 0.094
H -4.31 2.74 -0.66 0.176
H 0.78 -1.82 3.86 0.115
H 1.83 -0.40 0.97 0.088
H 1.79 -2.24 -1.24 0.088
H -6.85 -3.12 -1.21 0.088
H 3.70 -4.19 4.27 0.069
H 5.57 6.06 2.88 0.122
H -7.79 -6.34 -4.98 0.082
```

***

Record 2
Here is H20O18SV2 as an isolated structure at a distorted geometry from OMol25. Energies are from ωB97M-V with the def2-TZVPD basis set.

Results
Spin multiplicity   2
⟨S²⟩   0.92
ΔE to the lowest compared entry with this formula, charge and spin   0.0 kJ/mol
HOMO-LUMO gap (spin up / spin down)   7.0 / 4.2 eV
Total charge   +1
E_HOMO (spin up / spin down)   -14.074 / -14.074 eV
Max |F|   5.3 eV Å⁻¹

```
41
Properties=species:S:1:pos:R:3:lowdin_charge:R:1
V 3.23 -1.58 1.09 1.113
V -0.97 2.38 -0.11 1.069
S 0.34 -0.14 -0.21 0.320
O 4.72 -1.36 0.47 -0.269
O 3.35 -0.86 2.55 -0.238
O -2.64 1.16 -1.12 0.001
O 1.00 3.40 0.48 -0.006
O -1.72 2.85 1.25 -0.021
O -1.07 3.50 -1.25 -0.055
O -0.41 -1.35 -0.54 -0.316
O -0.34 0.50 0.87 -0.332
O 2.91 2.02 -0.96 -0.011
O -1.64 -0.99 -3.02 -0.015
O 1.66 -0.50 0.26 -0.318
O 0.40 0.85 -1.23 -0.306
O -2.23 -2.25 0.94 -0.034
O -2.31 0.31 2.51 0.002
O 0.68 0.73 3.92 -0.032
O -0.41 -3.92 -1.54 -0.031
O 1.18 0.98 -3.67 -0.031
O 1.25 -2.64 1.58 -0.028
H -0.33 -3.07 -1.11 -0.040
H -2.50 0.44 -1.73 0.048
H -3.06 -2.02 0.54 0.057
H 0.77 -2.66 2.40 0.106
H 2.94 2.19 -1.91 0.062
H 2.19 1.40 -0.86 -0.016
H -1.58 -1.75 0.45 -0.055
H 1.82 3.13 0.08 0.041
H 0.69 0.85 -2.85 -0.040
H -3.58 1.33 -1.17 0.112
H 1.54 1.86 -3.59 0.026
H 0.66 0.42 3.02 -0.015
H 0.58 -2.71 0.90 0.040
H -2.26 -1.71 -3.15 0.066
H -0.71 -4.51 -0.85 0.043
H 1.26 3.90 1.26 0.113
H -0.13 1.22 4.03 0.031
H -1.54 0.38 1.94 -0.057
H -2.55 -0.62 2.48 0.037
H -1.21 -1.19 -2.19 -0.022
```

***

Record 3
Here is a 2-piece molecular cluster, C3H2ClNO overall at a distorted geometry from OMol25. Energies are from ωB97M-V with the def2-TZVPD basis set.

Results
ΔE to the lowest compared entry with this formula, charge and spin   193.5 kJ/mol
HOMO-LUMO gap   9.3 eV
Total charge   0
Structure (SMILES)   O=C=CCl.C#N
E_HOMO   -9.229 eV
Max |F|   5.1 eV Å⁻¹

```
8
Properties=species:S:1:pos:R:3:lowdin_charge:R:1
Cl -3.55 -1.95 0.04 0.589
O -2.66 0.35 3.14 0.162
N 0.64 0.48 -0.49 0.037
C -2.79 -0.66 0.92 -0.570
C -2.80 -0.19 2.10 -0.252
C 1.56 -0.15 -0.32 -0.119
H 2.60 -0.67 -0.13 0.108
H -2.33 -0.04 0.21 0.044
```

***

Record 4
Here is a 2-piece molecular cluster, C5H14 overall at a distorted geometry from OMol25. Energies are from ωB97M-V with the def2-TZVPD basis set.

Results
ΔE to the lowest compared entry with this formula, charge and spin   231.3 kJ/mol
HOMO-LUMO gap   12.3 eV
Total charge   0
Structure (SMILES)   CCC.CC
E_HOMO   -11.162 eV
Max |F|   8.5 eV Å⁻¹

```
19
Properties=species:S:1:pos:R:3:lowdin_charge:R:1
C 1.59 1.16 2.01 -0.117
C -1.98 -0.27 -0.81 -0.245
C -0.87 0.18 -1.92 -0.064
C 2.20 0.30 0.83 -0.139
C -1.39 -1.49 -0.09 -0.114
H -1.55 -2.37 -0.77 0.098
H -0.47 -1.10 0.09 0.008
H -2.33 0.46 -0.19 0.049
H 0.04 -0.46 -1.95 0.084
H 1.49 2.15 1.79 0.021
H 1.78 0.62 -0.13 0.053
H 0.54 0.92 2.13 0.055
H -1.13 0.03 -2.93 0.052
H -0.59 1.06 -1.80 -0.036
H 2.11 1.07 2.94 0.053
H -1.99 -1.73 0.76 0.060
H -2.97 -0.46 -1.30 0.100
H 2.41 -0.74 0.87 0.055
H 3.11 0.68 0.46 0.028
```

***

Record 5
Here is one molecule with the formula C6H6S at a distorted geometry from OMol25. Energies are from ωB97M-V with the def2-TZVPD basis set.

Results
ΔE to the lowest compared entry with this formula, charge and spin   517.6 kJ/mol
HOMO-LUMO gap   7.4 eV
Total charge   0
E_HOMO   -7.993 eV
Max |F|   5.1 eV Å⁻¹

```
13
Properties=species:S:1:pos:R:3:lowdin_charge:R:1
S -3.03 0.73 -0.19 0.894
C -2.07 -0.76 0.18 -0.461
C 0.56 1.77 0.00 -0.066
C -1.98 2.07 -0.21 -0.411
C -2.68 -1.93 0.11 -0.091
C 2.00 1.62 0.06 -0.084
C -0.65 1.90 -0.07 -0.246
H -1.03 -0.39 0.56 0.090
H -3.62 -2.05 -0.28 0.014
H -2.10 -2.84 0.56 0.101
H 2.10 0.57 -0.30 0.102
H 2.48 2.47 -0.42 0.087
H 2.30 1.81 1.06 0.071
```

***

Record 6
Here is a 2-piece molecular cluster, C5H12NO overall at a distorted geometry from OMol25. Energies are from ωB97M-V with the def2-TZVPD basis set.

Results
ΔE to the lowest compared entry with this formula, charge and spin   154.7 kJ/mol
HOMO-LUMO gap   8.8 eV
Total charge   +1
E_HOMO   -13.864 eV
Max |F|   1.6 eV Å⁻¹

```
19
Properties=species:S:1:pos:R:3:lowdin_charge:R:1
O -0.71 2.79 -0.91 -0.043
N 0.60 0.49 -1.49 0.031
C 0.13 -0.57 -0.70 -0.077
C -0.63 -1.45 1.47 -0.205
C 0.76 0.53 -2.75 0.172
C -0.50 -0.38 0.46 -0.058
C 0.53 -1.27 2.50 -0.073
H -1.24 3.02 -0.14 0.075
H -0.37 -2.42 1.04 0.114
H -0.99 0.59 0.59 0.120
H 0.89 1.49 -3.26 0.124
H 1.00 -2.20 2.75 0.074
H 0.27 -0.73 3.40 0.076
H 1.36 -0.74 2.03 0.073
H 1.00 -0.36 -3.30 0.124
H -1.36 2.91 -1.61 0.075
H 0.62 1.39 -0.98 0.141
H -1.58 -1.49 1.99 0.116
H 0.24 -1.58 -1.09 0.140
```

***

Record 7
Here is one molecule with the formula C7H9I at a distorted geometry from OMol25. Energies are from ωB97M-V with the def2-TZVPD basis set.

Results
ΔE to the lowest compared entry with this formula, charge and spin   392.7 kJ/mol
HOMO-LUMO gap   9.2 eV
Total charge   0
Structure (SMILES)   C=C=C1[C@@H](C)[C@]1(C)I
E_HOMO   -8.940 eV
Max |F|   3.4 eV Å⁻¹

```
17
Properties=species:S:1:pos:R:3:lowdin_charge:R:1
I -0.61 -1.54 -2.42 0.799
C 0.32 1.92 -0.78 -0.030
C 1.02 -0.64 0.18 -0.256
C 1.40 -0.95 1.59 -0.060
C 0.26 0.67 -0.31 -0.174
C -0.47 -0.67 -0.42 -0.769
C -0.01 3.11 -1.34 0.005
C -1.68 -1.12 0.35 -0.176
H -0.55 3.92 -0.85 0.050
H 0.37 3.33 -2.35 0.058
H 1.77 -1.00 -0.57 0.114
H -2.06 -0.42 1.17 0.113
H -1.60 -2.24 0.44 0.086
H -2.48 -0.97 -0.40 0.036
H 1.94 -1.83 1.51 0.057
H 0.55 -1.42 2.04 0.067
H 1.83 -0.16 2.15 0.077
```

***

Record 8
Here is C21H42AsF6GeN3O4RbS3Si3Te4 as an isolated structure at a distorted geometry from OMol25. Energies are from ωB97M-V with the def2-TZVPD basis set.

Results
Spin multiplicity   2
⟨S²⟩   0.77
HOMO-LUMO gap (spin up / spin down)   5.0 / 4.9 eV
Total charge   -2
E_HOMO (spin up / spin down)   -1.996 / -1.970 eV
Max |F|   2.5 eV Å⁻¹

```
89
Properties=species:S:1:pos:R:3:lowdin_charge:R:1
Te 3.22 -1.05 7.30 -0.119
Te 1.68 1.78 3.93 0.939
Te 1.55 -0.79 5.22 -0.172
Te 0.70 -3.15 6.20 -0.021
Rb -0.72 1.19 1.50 0.568
As -2.42 2.71 -2.32 0.628
Ge -0.25 -1.95 0.17 0.489
S -0.82 1.66 -1.53 0.139
S -0.83 1.54 4.79 0.415
S 0.65 4.38 2.99 0.375
Si -2.31 -2.59 -0.87 0.237
Si 0.19 -3.97 1.37 0.236
Si 1.22 -2.39 -1.67 0.241
F 3.16 3.79 2.25 0.048
F 2.91 5.69 3.24 0.106
F -3.19 2.54 5.22 0.107
F 2.32 5.49 1.19 0.108
F -1.67 4.00 5.62 0.129
F -2.24 3.54 3.58 0.098
O 0.12 3.40 2.01 -0.688
O 0.05 5.69 2.92 -0.315
O -1.55 0.71 3.82 -0.628
O -1.00 1.22 6.20 -0.419
N 0.94 3.75 4.37 -0.546
N 2.34 1.53 0.43 0.107
N 3.92 0.65 -0.87 0.128
C 1.43 -0.91 -2.83 -0.250
C 3.34 3.62 -3.00 -0.109
C -2.13 4.62 -2.36 -0.257
C 1.85 -3.80 2.25 -0.250
C 2.54 2.36 -0.67 -0.256
C 2.35 4.18 -2.18 -0.096
C 1.93 3.56 -1.02 -0.061
C 0.37 -5.60 0.42 -0.234
C -4.11 2.53 -1.41 -0.246
C -2.81 2.26 -4.15 -0.258
C 3.95 2.42 -2.68 -0.033
C 2.34 4.85 2.37 -0.684
C -1.17 -4.27 2.64 -0.246
C 3.16 0.55 0.26 -0.172
C 2.99 -2.77 -1.07 -0.242
C -2.01 3.03 4.79 -0.708
C 3.54 1.81 -1.50 -0.215
C 0.86 -3.81 -2.88 -0.240
C -2.81 -1.45 -2.31 -0.249
C -2.57 -4.32 -1.60 -0.233
C -3.74 -2.42 0.36 -0.238
H -3.70 -1.84 -2.81 0.018
H -2.49 -5.09 -0.83 0.005
H -0.04 -3.61 -3.46 0.009
H -1.83 -4.56 -2.37 -0.001
H 3.63 4.13 -3.91 0.088
H 0.50 -0.71 -3.38 0.002
H 2.22 -1.10 -3.56 0.022
H -3.68 -1.47 0.91 0.017
H -0.80 -4.84 3.49 -0.001
H 1.16 3.97 -0.39 0.092
H -4.35 1.48 -1.30 0.028
H -1.95 4.96 -1.34 0.040
H 1.21 -5.56 -0.28 0.001
H 3.73 -2.48 -1.82 0.012
H 1.90 5.12 -2.47 0.094
H 0.55 -6.43 1.11 0.020
H -3.57 -4.39 -2.05 0.015
H -3.02 -0.44 -1.93 -0.030
H -0.53 -5.84 -0.16 -0.003
H 3.22 -2.27 -0.13 -0.009
H 1.94 -4.48 3.10 0.009
H -4.71 -2.47 -0.14 0.016
H 1.67 0.01 -2.29 -0.016
H -4.02 2.99 -0.42 0.041
H 1.99 -2.79 2.65 -0.023
H 4.56 -0.05 -1.21 0.146
H 1.70 -3.93 -3.58 0.017
H -2.01 -1.34 -3.05 0.010
H -1.24 4.81 -2.95 0.030
H 3.27 -0.28 0.95 0.128
H -2.99 5.13 -2.79 0.030
H 4.71 1.98 -3.31 0.100
H -3.34 1.31 -4.17 0.028
H 3.11 -3.85 -0.89 0.014
H 0.72 -4.76 -2.36 0.001
H -3.70 -3.22 1.11 0.010
H -1.56 -3.32 3.03 0.019
H -4.88 3.05 -1.98 0.034
H 2.67 -3.99 1.56 0.004
H -1.86 2.14 -4.66 0.033
H -2.00 -4.82 2.19 0.011
H -3.41 3.04 -4.62 0.028
```

***

Record 9
Here is a 2-piece molecular cluster, C21H26O4 overall at a distorted geometry from OMol25. Energies are from ωB97M-V with the def2-TZVPD basis set.

Results
HOMO-LUMO gap   8.8 eV
Total charge   0
Structure (SMILES)   CCCc1ccc2c(c1C)C(=O)C=C(C[C@@H]1CO1)C2=O.C1CCOC1
E_HOMO   -9.365 eV
Max |F|   3.7 eV Å⁻¹

```
51
Properties=species:S:1:pos:R:3:lowdin_charge:R:1
O -2.64 -1.08 -2.34 -0.085
O -0.40 1.96 -2.59 0.122
O 1.34 1.91 2.07 0.088
O -5.21 -0.32 1.26 -0.162
C 0.01 1.42 -1.58 -0.292
C 2.01 1.04 -0.09 -0.042
C -2.51 -0.76 -1.00 -0.256
C -0.91 1.08 -0.44 -0.159
C -7.18 -0.90 2.46 -0.173
C 1.47 1.07 -1.37 -0.099
C -7.58 -0.34 1.10 -0.172
C 1.04 1.36 1.02 -0.291
C 6.17 -0.83 0.04 -0.248
C 3.34 0.75 0.13 -0.127
C 5.65 0.23 -0.96 -0.152
C 2.25 0.80 -2.46 -0.004
C 4.15 0.51 -0.99 -0.157
C -1.30 -1.36 -1.72 -0.009
C -6.31 0.39 0.68 -0.202
C 3.92 0.71 1.52 -0.018
C -0.41 1.04 0.79 0.074
C 3.58 0.52 -2.24 -0.028
C -2.37 0.81 -0.68 -0.048
C 7.64 -1.21 -0.30 -0.098
C -5.72 -1.26 2.23 -0.204
H -2.77 1.32 -1.55 0.124
H 1.85 0.79 -3.47 0.128
H -1.30 -2.44 -1.70 0.105
H -2.97 0.94 0.23 0.103
H -0.73 -0.75 -2.42 0.107
H -5.12 -1.20 3.14 0.117
H -0.98 0.79 1.67 0.134
H 5.93 -0.14 -1.96 0.102
H 4.70 1.46 1.66 0.103
H 4.21 0.32 -3.10 0.118
H 7.98 -0.73 -1.22 0.065
H -3.01 -1.39 -0.26 0.131
H 6.21 1.17 -0.85 0.133
H -8.45 0.32 1.13 0.113
H 8.31 -0.84 0.49 0.067
H 6.23 -0.33 1.01 0.077
H -5.62 -2.26 1.81 0.117
H -7.79 -1.15 0.40 0.115
H 3.18 0.88 2.31 0.066
H 4.35 -0.27 1.71 0.072
H 7.75 -2.29 -0.34 0.066
H -6.18 0.43 -0.40 0.119
H -7.26 -0.12 3.22 0.115
H -7.78 -1.75 2.77 0.113
H 5.52 -1.70 0.14 0.114
H -6.29 1.41 1.07 0.119
```

***

Record 10
Here is a 3-piece molecular cluster, C30H59F2N4O12P2 overall at a distorted geometry from OMol25. Energies are from ωB97M-V with the def2-TZVPD basis set.

Results
HOMO-LUMO gap   6.5 eV
Total charge   +1
E_HOMO   -11.201 eV
Max |F|   8.0 eV Å⁻¹

```
109
Properties=species:S:1:pos:R:3:lowdin_charge:R:1
P -1.34 5.69 3.31 0.711
P 1.44 4.36 -1.59 0.801
F 2.50 -0.08 -8.48 0.085
F 6.10 0.44 6.84 0.087
O 1.53 -2.01 -7.88 0.150
O 1.90 0.40 5.40 0.124
O 0.55 -3.55 -6.52 0.150
O 2.65 3.15 -2.07 -0.232
O 0.70 5.09 -3.02 -0.228
O 3.98 0.02 6.26 0.138
O 0.65 -1.35 -5.91 0.033
O -1.50 7.33 2.73 -0.213
O 3.68 1.71 4.79 0.068
O 4.97 -3.47 1.94 -0.284
O -2.04 5.54 4.90 -0.206
O 2.30 5.54 -0.92 -0.394
N -0.37 4.91 0.34 0.013
N -2.23 4.62 2.19 0.051
N -2.24 3.52 -0.20 -0.010
N 0.25 5.35 3.42 -0.176
C 1.28 -2.75 1.76 -0.221
C -3.31 -3.16 -4.51 -0.214
C 3.08 0.69 5.48 -0.509
C 3.00 -2.92 3.91 -0.198
C -2.27 -1.02 3.04 -0.212
C -2.04 0.76 -4.46 -0.199
C -3.56 -1.07 2.03 -0.195
C 1.30 -0.23 -6.48 -0.078
C -4.39 -2.95 -3.28 -0.255
C -1.14 2.79 -0.95 -0.226
C -3.49 2.71 0.16 -0.135
C 1.86 -3.69 2.97 -0.191
C 5.25 0.41 5.79 -0.332
C 1.39 -0.60 -7.92 -0.329
C -3.20 1.59 1.36 -0.187
C 4.24 -3.91 4.35 -0.173
C 0.15 3.67 -0.36 -0.262
C 0.88 -2.40 -6.75 -0.504
C -3.58 0.08 0.86 -0.210
C -1.26 2.58 -2.57 -0.151
C -3.15 -0.42 -4.86 -0.187
C -1.21 -2.28 2.87 -0.207
C -4.44 -4.23 -2.22 -0.146
C 5.01 1.78 5.26 -0.074
C -2.46 1.54 -3.03 -0.199
C -1.69 4.38 0.94 -0.122
C 5.41 -4.09 3.20 -0.215
C 5.43 -4.24 0.76 -0.125
C 0.16 -1.65 2.22 -0.233
C -2.35 -1.85 -4.80 -0.218
H -0.84 1.71 -0.55 0.166
H 1.33 5.82 -3.33 0.103
H -2.58 -4.03 -4.15 0.110
H -3.83 -3.59 -5.49 0.125
H 2.42 -4.61 2.47 0.116
H -3.99 2.18 -0.76 0.128
H 5.32 -5.40 0.89 0.098
H -0.56 7.70 2.60 0.116
H -4.26 3.48 0.59 0.129
H -2.02 1.60 1.52 0.104
H -3.58 -0.22 -5.95 0.126
H -4.56 -1.12 2.64 0.119
H -0.99 0.26 -4.22 0.100
H -3.45 2.17 -3.24 0.130
H 0.45 4.52 2.82 -0.019
H -3.73 -5.11 -2.56 0.076
H 6.54 -3.97 0.45 0.103
H 3.85 -5.01 4.59 0.123
H -5.52 -4.68 -2.12 0.075
H -0.18 -1.04 1.26 0.100
H -3.16 4.22 2.48 0.144
H 0.98 -4.13 3.60 0.109
H 0.51 -0.34 -8.51 0.179
H -1.86 1.53 -5.32 0.114
H 5.72 -5.21 3.06 0.123
H -0.22 2.14 -2.94 0.133
H -0.92 -2.63 3.97 0.117
H -5.47 -2.90 -3.77 0.112
H 4.75 -3.92 -0.14 0.101
H -1.43 4.91 5.42 0.109
H 2.28 -0.11 -6.01 0.151
H 2.16 -2.14 1.25 0.115
H -2.64 0.76 -2.18 0.094
H 5.08 2.56 6.03 0.152
H -0.74 5.64 -0.33 0.154
H -4.03 -0.30 -4.10 0.093
H 4.77 -3.47 5.31 0.112
H 3.54 3.52 -1.79 0.096
H 0.56 -0.84 3.00 0.116
H 3.43 -1.94 3.40 0.112
H -1.45 3.61 -3.10 0.123
H 0.67 3.06 0.52 0.171
H -4.71 0.13 0.48 0.127
H -1.63 -0.04 2.98 0.088
H -1.88 -2.03 -5.88 0.114
H 6.37 -3.49 3.57 0.126
H -1.66 -3.19 2.29 0.115
H 0.72 0.68 -6.32 0.135
H -2.94 -0.16 -0.09 0.103
H -3.49 -2.12 1.46 0.113
H -2.71 -1.13 4.14 0.119
H -4.19 -1.95 -2.65 0.092
H 0.79 -3.37 0.86 0.119
H 2.47 -2.57 4.91 0.110
H -3.66 1.91 2.40 0.121
H 5.60 -0.31 5.04 0.175
H -4.08 -3.90 -1.15 0.063
H 5.70 2.04 4.44 0.147
H -1.45 -1.88 -4.05 0.117
```